[1]
C4H32NO14 | ωB97M-V/def2-TZVPD

Results
- total charge = -1
- energy relative to the best compared isomer or geometry (same formula, charge and spin) (kcal per mole) = 59.4
- orbital gap (eV) = 9.4

```
51
Properties=species:S:1:pos:R:3:forces:R:3
H 0.203 0.978 2.504 0.56 0.15 -1.68
C 0.849 0.030 0.585 -0.20 -0.20 0.87
H 3.336 -0.958 0.217 0.06 -0.62 -0.18
O -1.726 2.319 -3.051 0.39 -0.69 0.11
H -0.771 2.199 -2.865 -0.63 0.50 -0.32
H 2.958 -0.497 -2.348 0.16 -0.02 -0.03
O 2.549 -2.942 2.264 -0.05 -0.82 -0.87
O 0.877 1.974 -2.293 -0.14 0.69 0.73
H -3.020 -0.731 -3.088 -0.59 -0.63 -0.84
O -3.835 -0.122 -0.420 0.94 -0.74 0.08
H -2.053 1.387 -2.933 -0.22 0.71 -0.18
H -1.120 -0.571 -2.518 0.45 0.05 0.01
H 0.136 0.334 -2.343 0.11 0.73 0.19
H -0.915 -1.684 2.158 -0.68 0.79 0.72
H -1.943 2.689 -0.204 0.21 -0.06 -0.20
H 0.594 -1.886 -1.616 0.19 -0.53 0.61
H -1.725 -0.362 1.957 0.17 -0.26 0.36
O 1.064 -2.610 -1.096 0.08 0.40 -0.78
N -0.156 2.289 0.782 -0.70 1.30 1.24
O -1.451 -1.004 2.652 0.39 -0.66 -0.70
H 2.986 -2.684 1.405 -0.05 0.09 0.39
C 2.008 1.879 1.753 0.17 -0.89 -0.38
H 1.290 0.228 -0.372 0.36 0.44 -0.39
H 0.560 -2.793 -0.284 -0.15 0.24 -0.17
H 1.652 1.460 -2.567 0.47 0.00 0.28
C 0.646 1.249 1.462 -0.11 0.63 1.10
O 2.569 -0.013 -3.086 0.33 0.00 0.07
H -4.510 0.504 -0.628 -0.73 0.62 -0.29
H -0.426 3.034 1.518 0.53 -1.59 -1.59
H -2.040 1.562 2.751 -0.37 -0.15 -1.09
H 0.936 -2.969 1.768 -0.10 -0.08 0.13
H 1.708 -0.442 -3.198 -0.34 -0.24 -0.13
C -1.389 1.808 0.135 0.60 0.36 0.43
O 3.425 -1.892 -0.066 -0.43 0.54 -0.28
H -1.103 1.198 -0.716 -0.03 0.06 -0.24
O 0.023 -2.916 1.385 0.11 -0.26 -0.02
H -0.406 -3.757 1.548 -0.03 -0.17 0.10
H -0.082 -0.456 0.388 -0.59 -0.23 -0.10
H 2.563 -2.113 -0.553 0.43 0.10 0.37
H 0.887 2.175 -1.330 0.21 -0.11 -0.67
O -1.794 1.581 3.669 0.19 1.34 1.30
H 2.711 -2.231 2.865 0.21 0.76 0.57
H 1.469 -0.697 1.093 0.05 0.02 0.17
O -2.161 1.056 1.011 -1.45 -0.79 -0.05
H -3.204 -0.216 -1.359 -0.33 0.25 0.05
H 2.090 2.959 1.964 -0.36 0.08 0.10
O 3.026 1.223 1.705 0.05 0.24 0.15
O -0.077 -0.588 -2.467 -0.45 -1.15 -0.33
O -2.532 -0.182 -2.502 0.16 0.10 0.99
H -2.972 0.534 0.461 1.02 0.65 0.32
H -1.703 0.668 3.903 0.12 -0.97 0.08
```
Positions in Å, forces in eV/Å.

[2]
H14O7 | ωB97M-V/def2-TZVPD

Results
- total charge = +1
- ⟨S²⟩ = 0.76
- 2S+1 = 2
- energy relative to the best compared isomer or geometry (same formula, charge and spin) (kcal per mole) = 6.8
- orbital gap (spin up / spin down) (eV) = 11.4 / 4.0

```
21
Properties=species:S:1:pos:R:3:forces:R:3
O 1.148 0.196 2.327 -0.39 0.30 -0.14
O -2.626 -0.296 -0.655 -1.13 0.67 -1.18
H 2.114 -2.702 0.509 -0.09 -0.37 0.04
O -1.420 -1.795 2.146 -0.23 0.02 -0.57
O 2.198 -1.882 0.995 -0.03 0.10 0.02
H -1.245 -2.205 2.993 -0.05 -0.16 0.24
O 0.741 2.423 -1.990 -0.30 -0.53 0.05
O -1.626 1.006 -3.043 -0.61 -0.10 -0.61
H 1.222 2.085 -2.745 0.46 -0.01 -0.23
H -1.714 -0.149 -0.402 2.24 0.47 0.76
H -1.980 0.808 -2.176 -0.72 0.03 0.99
H 0.459 0.139 0.582 0.37 -0.12 0.96
H 0.798 3.374 -2.075 -0.09 0.43 0.08
H 1.603 -0.636 2.198 0.26 -0.77 -0.02
H -0.687 0.836 -2.963 0.94 -0.06 0.04
O -0.071 0.341 -0.189 -0.82 -0.36 -0.81
H 1.801 0.767 2.732 0.01 0.35 0.21
H 2.674 -1.300 0.402 0.28 0.13 -0.20
H 0.322 1.136 -0.548 0.11 0.65 -0.28
H -2.865 -1.117 -0.225 -0.47 -0.97 0.39
H -0.845 -1.030 2.126 0.25 0.31 0.25
```
Positions in Å, forces in eV/Å.

[3]
C17H13N3O4 | ωB97M-V/def2-TZVPD

Results
- energy relative to the best compared isomer or geometry (same formula, charge and spin) (kcal per mole) = 78.0
- orbital gap (eV) = 7.1

```
37
Properties=species:S:1:pos:R:3:forces:R:3
C 0.673 -2.492 1.417 -1.98 -3.66 -0.45
H -1.767 -2.856 -2.991 0.10 -0.08 -0.05
C -1.311 0.724 1.525 0.92 -0.84 0.08
C 1.307 2.830 -0.992 1.43 -0.76 1.99
C 1.626 -0.446 0.883 -3.90 0.19 -0.01
C 3.116 3.001 0.645 -0.22 0.26 -0.37
N 2.015 -2.622 1.599 -0.65 0.30 0.22
H 0.306 0.924 -1.062 0.59 0.33 0.25
H -2.149 0.549 2.182 -0.18 -0.19 0.31
H -4.189 -3.005 -2.509 0.14 0.38 0.28
H -0.484 1.141 2.105 -0.11 -0.20 -0.13
C -2.156 -2.423 -2.083 -0.64 0.26 0.45
H 3.910 3.587 1.087 -0.07 0.03 0.03
O 3.810 -1.413 1.060 -1.70 0.61 -0.12
N -0.893 -0.533 0.861 1.20 0.06 1.09
O -0.479 2.706 -2.457 1.57 1.00 0.65
C 2.938 1.682 1.005 -0.71 -0.45 0.07
H -1.615 1.435 0.793 -0.20 0.65 -0.70
C -3.165 -1.261 0.246 0.35 0.48 0.44
C -3.533 -2.467 -1.817 0.69 -0.33 -0.04
O -0.045 -3.484 1.439 -0.10 1.64 0.16
H -3.606 -0.854 1.162 0.32 -0.02 -0.31
C -1.772 -1.152 -0.009 -1.94 -1.88 -1.41
C -4.024 -1.889 -0.645 0.98 0.00 -1.18
C 2.295 3.590 -0.314 -0.62 -0.80 -1.04
H -5.083 -1.880 -0.560 -0.65 -0.01 0.70
H 3.555 1.221 1.776 -0.11 0.06 -0.31
H -0.231 -1.657 -1.407 -0.51 -0.26 -0.12
C 1.880 0.952 0.423 0.88 -0.82 0.73
O 0.865 4.458 -2.543 -0.86 -2.19 0.90
C 2.573 -1.465 1.179 6.08 0.00 0.06
C 0.382 -1.091 1.041 1.00 3.03 -0.80
C 1.115 1.507 -0.588 -1.11 0.04 -0.60
N 0.501 3.355 -2.065 -0.65 1.70 -1.67
C -1.308 -1.769 -1.204 0.62 0.86 0.86
H 2.465 4.595 -0.613 0.01 0.67 -0.16
H 2.480 -3.498 1.433 0.05 -0.08 0.18
```
Positions in Å, forces in eV/Å.

[4]
C9H28HfO13P3 | ωB97M-V/def2-TZVPD

Results
- total charge = +2
- ⟨S²⟩ = 0.75
- 2S+1 = 2
- orbital gap (spin up / spin down) (eV) = 5.2 / 4.6

```
54
Properties=species:S:1:pos:R:3:forces:R:3
O -5.278 -0.579 1.343 0.52 1.06 -1.51
C 2.157 0.339 1.392 0.54 2.55 -1.55
H -2.910 -1.697 1.963 -0.93 0.31 0.19
H 0.690 -2.567 0.837 0.18 0.81 0.13
H 2.868 -3.581 4.668 0.44 1.50 0.50
H 1.109 0.599 1.242 -0.26 -0.55 -0.05
O -5.066 1.967 1.128 -0.08 -1.74 0.14
O -3.234 0.470 2.274 -0.77 -0.24 -0.79
H 3.079 3.705 -3.067 0.20 0.18 0.26
H -7.077 -0.149 2.327 0.01 -0.73 -0.16
O 4.849 -1.378 1.379 -2.99 -0.92 -0.03
C 1.496 -3.098 0.330 -0.63 0.09 -0.33
H 3.554 -1.388 -1.586 -0.99 0.06 0.22
H 2.584 1.253 1.806 0.10 -0.20 1.02
H -3.548 3.316 1.504 0.47 -0.59 0.01
H 4.028 -0.256 -2.741 -0.56 0.61 -0.20
H 3.494 -1.788 -3.274 -1.02 0.02 -0.27
H -2.028 -0.984 3.299 -0.08 0.68 -0.13
H 1.514 -2.743 3.846 0.38 0.30 -0.56
H -4.471 2.914 2.938 -0.36 -0.45 -0.14
O -3.554 0.512 -0.251 0.56 0.16 -3.13
C -6.061 -0.480 2.543 0.21 0.57 1.21
H 2.192 2.839 -5.946 0.14 -0.11 0.65
C -4.539 3.027 1.856 1.37 2.91 0.52
O 2.753 -2.440 0.303 0.36 -0.25 0.40
H 2.399 3.718 -1.418 0.22 -0.52 0.11
C 1.495 2.027 -5.737 -0.55 -0.08 0.16
H 0.551 2.374 -5.318 0.12 0.42 -0.17
H 1.387 3.520 -2.830 -0.25 -0.04 0.11
H -1.685 -0.618 1.524 0.53 0.01 0.51
H -5.905 -1.393 3.118 -0.68 -0.22 -0.48
C -2.427 -0.781 2.305 0.26 0.37 -1.06
C 2.350 3.246 -2.399 -0.04 2.81 -0.93
Hf -2.270 0.945 -2.559 5.83 -3.65 6.70
H 2.219 -4.407 3.600 -1.15 -0.09 -1.14
H -5.668 0.276 3.222 0.26 0.28 -0.15
O 2.030 1.027 -4.789 -1.66 0.12 2.14
H 2.710 0.363 0.453 -0.33 -0.51 -0.57
P 3.456 -1.885 1.610 2.47 -0.02 2.21
H 1.488 -4.045 0.870 0.55 -0.30 -0.57
H -5.043 3.963 1.617 -0.85 -0.44 0.15
O 0.038 1.355 -2.939 -1.12 -0.18 -1.19
H -0.272 -0.554 -0.744 -0.22 0.42 -0.80
H 1.251 -3.125 -0.731 -0.30 -0.77 0.19
H 1.267 1.605 -6.716 0.20 -0.69 0.33
C 3.254 -1.001 -2.559 1.83 -0.02 0.03
O 1.874 -0.498 -2.586 -0.83 2.28 -1.55
O -1.105 -0.214 -1.126 -3.23 2.12 -2.98
C 2.416 -3.340 3.706 -0.14 -2.53 1.74
O 3.424 -3.039 2.793 0.26 2.74 -2.74
P 1.500 0.977 -3.213 3.57 -1.92 -0.01
O 2.361 -0.803 2.107 0.38 -1.86 1.36
O 2.569 1.882 -2.412 -1.92 -2.56 -0.32
P -4.270 0.610 1.038 -0.04 -1.19 2.52
```
Positions in Å, forces in eV/Å.

[5]
C18H11F10N3RuSSbSe4 | ωB97M-V/def2-TZVPD

Results
- total charge = -2
- ⟨S²⟩ = 0.76
- 2S+1 = 2
- energy relative to the best compared isomer or geometry (same formula, charge and spin) (kcal per mole) = 1.5
- orbital gap (spin up / spin down) (eV) = 5.2 / 5.2

```
49
Properties=species:S:1:pos:R:3:forces:R:3
H 2.387 -2.372 1.703 0.01 -0.02 -0.05
C 3.813 -0.031 0.316 -0.03 -0.06 0.02
F -4.832 -2.741 2.062 0.01 0.00 -0.01
H 0.142 1.655 1.352 -0.02 0.01 0.01
C -3.810 3.444 -1.741 -0.04 0.02 0.00
F -0.786 -0.583 3.072 0.04 0.00 0.01
C -1.426 -1.498 2.296 0.03 -0.03 -0.08
N -0.309 1.385 -0.675 -0.03 -0.16 -0.01
Se 2.493 -3.200 -1.494 0.14 -0.09 -0.06
Ru 1.358 -1.088 -0.926 -0.14 -0.07 -0.04
C -3.893 2.324 -0.935 -0.04 -0.03 0.02
N 2.344 0.126 0.505 0.19 0.25 0.02
N 0.546 -1.927 0.871 0.00 -0.12 0.11
Se 4.250 -2.922 -5.268 -0.01 0.02 0.00
C -2.761 -1.714 2.587 0.03 0.06 0.05
C -1.490 2.083 -1.000 0.00 0.01 -0.01
F -3.651 -3.960 -0.072 0.00 0.00 0.00
C -2.578 3.897 -2.173 0.04 0.04 -0.03
C -2.925 -3.127 0.692 0.03 -0.02 -0.05
H 2.573 2.165 0.971 -0.01 -0.02 0.00
H 2.906 -0.151 2.524 0.00 0.05 0.00
C -3.528 -2.525 1.785 -0.12 -0.03 0.01
F -2.505 4.988 -2.944 0.00 -0.01 0.00
F -1.052 -3.621 -0.583 -0.02 0.03 -0.05
F -3.328 -1.082 3.635 0.01 0.00 -0.01
F -0.255 3.662 -2.232 -0.01 0.01 -0.01
C -0.074 0.153 -1.168 -0.04 0.26 0.06
H 4.341 0.584 1.056 -0.01 0.00 0.01
H 4.099 0.266 -0.688 -0.04 0.00 -0.01
H 4.084 -1.078 0.440 0.00 0.02 -0.01
C 0.551 1.933 0.376 -0.02 0.04 -0.06
C -1.434 3.213 -1.804 0.01 -0.01 0.01
Se 2.532 0.022 -2.904 -0.03 -0.01 0.01
F -4.921 4.100 -2.092 0.00 -0.01 0.01
H 1.166 -1.967 2.911 -0.01 -0.04 0.01
F -5.088 1.907 -0.508 0.01 0.00 0.00
C -1.590 -2.929 0.421 0.06 0.03 0.05
C 2.013 -0.276 1.903 0.03 -0.12 -0.04
C 1.532 -1.718 1.910 -0.15 0.11 -0.02
F -2.844 0.612 0.247 0.00 -0.01 0.00
C -0.755 -2.090 1.204 0.08 0.02 0.00
C -2.739 1.657 -0.562 0.03 -0.01 0.02
C 2.017 1.547 0.250 0.02 0.03 0.12
Sb 4.087 -1.960 -3.059 -0.02 -0.14 0.02
Se 6.201 -1.575 -1.909 0.01 0.01 0.00
S -0.981 -0.758 -2.208 0.06 -0.02 0.08
H 1.237 0.371 2.302 -0.09 -0.02 -0.05
H 2.377 1.777 -0.754 0.00 -0.02 -0.01
H 0.505 3.022 0.305 0.02 0.01 -0.01
```
Positions in Å, forces in eV/Å.

[6]
C3H4O3 | ωB97M-V/def2-TZVPD

Results
- energy relative to the best compared isomer or geometry (same formula, charge and spin) (kcal per mole) = 39.9
- orbital gap (eV) = 9.4

```
10
Properties=species:S:1:pos:R:3:forces:R:3
C 0.467 -0.951 1.298 -0.06 0.50 0.53
O 0.347 -0.049 2.090 0.12 -0.61 0.23
O 0.585 -1.246 -1.105 -0.33 0.50 0.74
H 0.759 -1.968 1.621 -0.03 0.05 -0.38
H -0.065 0.500 -2.130 0.09 0.20 -0.31
C -0.458 0.796 -0.313 0.04 -0.14 0.08
H -1.541 0.626 -0.133 0.20 -0.08 -0.14
C 0.231 -0.574 -0.160 0.02 0.26 -0.20
O -0.180 1.292 -1.584 -0.25 -0.15 -0.39
H -0.167 1.549 0.431 0.20 -0.54 -0.17
```
Positions in Å, forces in eV/Å.

[7]
C3H8N3O2 | ωB97M-V/def2-TZVPD

Results
- total charge = +1
- energy relative to the best compared isomer or geometry (same formula, charge and spin) (kcal per mole) = 90.4
- orbital gap (eV) = 10.2

```
16
Properties=species:S:1:pos:R:3:forces:R:3
C 0.658 -0.995 0.107 -3.68 0.07 -0.75
H 2.431 -0.280 -0.958 -0.13 0.04 -0.52
H 0.233 -1.118 1.117 1.33 -1.08 0.05
H 1.192 1.683 -1.141 0.03 -0.79 1.22
C 2.027 -0.377 0.038 0.38 0.45 0.54
H 0.404 -1.838 -0.622 1.02 0.77 1.23
O 1.803 0.921 0.622 -0.10 0.38 -1.02
H -1.523 2.214 -0.379 0.27 -0.11 0.13
O -2.089 1.483 -0.091 -0.50 0.58 0.22
H -1.662 -1.557 0.278 -1.64 0.19 0.36
H 2.765 -0.861 0.650 0.17 -0.32 0.37
C -1.491 0.351 0.055 0.12 -1.73 -0.59
H -3.170 -0.613 0.333 -2.96 -0.39 -0.07
N -0.270 0.090 -0.324 3.39 3.59 -0.82
N -2.224 -0.708 0.429 3.85 0.19 0.11
N 0.916 1.605 -0.115 -1.55 -1.85 -0.46
```
Positions in Å, forces in eV/Å.